Record 1
DFT (ωB97M-V with the def2-TZVPD basis set) results for a 3-piece molecular cluster, C2H3Cl2NO2 overall.

Calculated values
HOMO (eV): -10.8
Energy relative to the best compared isomer or geometry (same formula, charge and spin) (kcal per mole): 8.6
LUMO energy (eV): 0.3671
Maximum force (eV Å⁻¹): 2.34
Total charge: 0
2S+1: 1
Calculated total energy (Ha): -1203.6378
SMILES string: [H]/N=C\Cl.O=C=O.Cl

Last column: Löwdin charge in e.
Geometry (Å):
Cl: 0.11889 0.16298 -1.35890  0.6449
Cl: 2.29471 -2.29761 -0.01528  0.3036
O: -2.14659 -0.03032 0.46461  0.1369
O: -3.23488 -2.04206 0.02035  0.2055
N: 1.48239 1.93211 0.20104  0.0478
C: -2.68898 -1.03701 0.24377  -0.4088
C: 0.47290 1.55134 -0.43985  -0.7479
H: 2.24971 1.21857 0.26396  0.0597
H: 1.94181 -1.50174 0.86392  -0.3012
H: -0.48997 2.04375 -0.24362  0.0596

---

Record 2
DFT (ωB97M-V with the def2-TZVPD basis set) results for a 4-piece molecular cluster, C28H46BF10N2O18P2S overall.

Calculated values
HOMO (eV): -11.3
LUMO energy (eV): -3.2335
Maximum force (eV Å⁻¹): 4.58
Total charge: +1
2S+1: 1
Calculated total energy (Ha): -4662.7099

Last column: Löwdin charge in e.
Geometry (Å):
S: 7.04366 -1.35096 0.03699  0.7326
P: -4.23706 -3.92044 -1.73116  0.9687
P: -5.35855 -1.44128 1.06375  0.3882
F: 8.16746 -0.39886 0.54499  -0.0954
F: 0.51401 -0.69715 0.48133  0.1267
F: 6.04210 -3.76624 -0.24494  0.1407
F: 4.28340 -1.91182 1.26478  0.1149
F: 8.12429 -2.43796 -0.29777  -0.1118
F: 5.99115 -0.21009 0.29158  -0.1153
F: 5.65200 -2.49767 -1.88391  0.1515
F: 6.89650 -1.90111 1.48882  -0.1064
F: 3.69348 -1.26003 -0.71409  0.1421
F: 7.25790 -0.76726 -1.41486  -0.1240
O: -1.40513 2.59463 2.97034  0.0968
O: -1.91734 -4.69142 -0.74179  -0.0870
O: -1.82014 6.31133 -5.37554  0.1707
O: 1.32218 -5.36537 1.87941  0.0633
O: -0.81761 0.45335 3.30487  0.1095
O: -5.05418 -2.50240 -1.77244  -0.3207
O: -0.88919 -6.01409 2.37729  0.2123
O: 0.61015 8.26346 -1.65505  0.0873
O: -6.48277 -2.41575 0.57341  -0.0986
O: -5.06509 -0.37962 0.10912  -0.2274
O: 0.53519 2.12944 3.93805  0.0834
O: 2.29463 8.10645 -0.20649  0.0642
O: -5.92213 -0.80263 2.40407  -0.0926
O: -0.54866 0.98722 -0.53484  0.1761
O: 0.31615 7.15812 0.28864  0.1406
O: -2.47975 -1.29636 -1.18515  0.1486
O: -1.36314 6.00634 -3.19133  0.0570
O: -1.89375 4.25042 -4.46260  0.0836
N: -1.73504 -3.26319 1.63479  0.1549
N: -1.75382 -0.48154 0.84023  0.2110
C: 4.25974 -2.26134 -0.03119  -0.4946
C: 2.90111 -3.81711 -1.55179  -0.1534
C: -5.55809 -5.08307 -1.22420  -0.2479
C: -0.68593 -4.01879 -0.52013  -0.2764
C: -0.91857 3.84737 3.51775  -0.3080
C: -0.49581 -3.82842 0.98644  -0.0397
C: -0.58251 1.62576 3.39840  -0.5680
C: 3.45118 -5.11561 2.97625  -0.0357
C: 1.41215 -3.56441 -1.78241  -0.1558
C: 2.84412 8.63018 -1.42685  -0.0887
C: -1.37629 3.72144 -3.22681  -0.3251
C: -4.01036 -2.50808 1.60854  -0.0999
C: 5.67587 -2.53182 -0.56349  -0.4581
C: 3.34397 -3.46822 -0.13710  -0.0671
C: -2.36802 -1.47796 0.00544  -0.3741
C: -1.57150 4.89981 -2.30605  -0.0936
C: -1.70421 5.59592 -4.43943  -0.5632
C: 0.55289 3.54258 3.63735  -0.0650
C: -1.26189 5.01681 2.63088  -0.0096
C: 0.49191 -4.66486 -1.20803  -0.0756
C: 1.61861 9.19483 -2.09925  -0.3228
C: -2.10006 2.46469 -2.81877  -0.0174
C: 1.00355 7.78407 -0.45534  -0.5654
C: -2.81406 -2.79335 0.64462  -0.2817
C: 1.99637 -4.64999 2.93833  -0.1989
C: -0.59938 0.01057 0.18876  -0.4430
C: -3.05780 -4.02049 -0.24192  -0.3760
C: 1.68263 9.25637 -3.60497  -0.0140
B: -0.01700 -5.11993 1.80757  -0.5812
H: -1.37682 3.97127 4.50237  0.1614
H: -0.80378 -3.06583 -1.02623  0.1368
H: 3.39949 -3.21029 -2.29314  0.1111
H: -3.13122 2.68184 -2.53278  0.0931
H: 1.26575 -3.43673 -2.84507  0.1222
H: -1.49141 -2.54184 2.31267  0.1697
H: 3.17897 -4.83125 -1.80276  0.1264
H: 1.98113 -3.57588 2.76870  0.1135
H: -6.35988 -4.96267 -1.93990  0.0458
H: 2.51999 -3.22617 0.52261  0.1088
H: -1.41112 -0.86965 1.71729  0.0906
H: 3.65306 -5.60478 2.03653  0.0742
H: 0.16679 -5.27179 -2.03895  0.1378
H: -3.50810 -4.74723 0.43862  0.1238
H: 3.61161 -5.83992 3.75648  0.0802
H: 1.36104 10.17661 -1.69292  0.1607
H: 3.82176 -4.32752 0.30256  0.1090
H: -4.40011 -3.48403 1.88970  0.1173
H: -0.86062 4.92807 -1.48314  0.1311
H: -5.67826 0.12860 2.35806  0.0945
H: -5.95425 -4.83145 -0.24683  0.0260
H: 2.32481 10.07524 -3.92716  0.0919
H: 1.52967 -4.93112 3.87794  0.1228
H: 0.28724 -3.08254 1.09021  0.1393
H: -2.22234 -3.97958 2.17733  0.1636
H: -1.60029 1.98935 -1.97552  0.0469
H: -2.13967 1.76056 -3.65066  0.0922
H: 3.60592 9.37674 -1.21833  0.1406
H: 1.04816 4.09956 4.42715  0.1455
H: -5.17654 -6.09174 -1.23753  0.0443
H: -2.32016 5.00507 2.37257  0.0936
H: 2.07055 8.32523 -4.01987  0.0896
H: -2.58684 4.96578 -1.90826  0.1405
H: -4.72027 -2.00921 -2.52337  0.0578
H: 1.09398 3.68483 2.70046  0.1448
H: 1.10834 -5.29772 -0.57832  0.1164
H: 3.29009 7.80359 -1.98414  0.1390
H: 1.21924 -2.59131 -1.33805  0.1024
H: -1.03438 5.95682 3.13009  0.0997
H: -0.31243 3.51303 -3.37676  0.1603
H: 4.11458 -4.27521 3.10305  0.0791
H: -0.70246 4.98220 1.69574  0.0764
H: 0.68791 9.40393 -4.02288  0.0939
H: -1.09489 -5.84972 3.30020  0.1215
H: -6.95237 -1.94995 -0.13147  0.1075
H: -3.61533 -2.09763 2.53060  0.1109

---

Record 3
DFT (ωB97M-V with the def2-TZVPD basis set) results for C4H11CsNO9S2 as an isolated structure.

Calculated values
HOMO (eV): 2.6
Energy relative to the best compared isomer or geometry (same formula, charge and spin) (kcal per mole): 132.5
LUMO energy (eV): 4.2062
Maximum force (eV Å⁻¹): 4.06
Total charge: -3
2S+1: 1
Calculated total energy (Ha): -1707.1808

Last column: Löwdin charge in e.
Geometry (Å):
Cs: -6.10410 0.62268 -0.68719  0.5347
S: -2.17067 -1.76807 -3.97686  0.0264
S: -2.67293 5.21378 -2.01921  0.0127
O: -2.20986 -2.79572 -4.96318  -0.4382
O: -2.03987 3.96469 -1.61229  -0.4363
O: -2.02766 6.34560 -1.43407  -0.4549
O: -4.09751 5.18771 -1.69130  -0.4891
O: -2.89164 -0.54903 -4.33632  -0.4208
O: 3.23524 -1.08822 2.09310  -0.2249
O: -2.49032 -2.25730 -2.64078  -0.4796
O: -0.85596 -1.15978 -3.92266  -0.4320
O: -2.43351 5.18257 -3.43792  -0.4295
N: -0.44356 -0.35604 1.79086  0.0415
C: 0.43230 -2.50160 2.43248  -0.0708
C: 4.49155 -0.68323 1.46548  -0.0890
C: 0.72443 -0.95558 2.38092  -0.4138
C: 2.03672 -0.53165 1.57380  -0.1848
H: 5.31367 -1.28819 1.84787  0.0723
H: 4.35201 -0.95108 0.41815  0.0806
H: -0.50952 -0.90943 0.94854  0.0813
H: 0.18074 -2.94568 1.46936  0.0743
H: 4.71779 0.38191 1.51444  0.0767
H: -0.52844 -2.68760 2.91257  0.0617
H: 0.86574 -0.65716 3.41970  0.1177
H: -0.17612 0.53401 1.39542  0.0793
H: 1.19050 -3.15628 2.86217  0.0591
H: 2.14877 0.54623 1.69093  0.1148
H: 1.96222 -0.73756 0.50601  0.1305

---

Record 4
DFT (ωB97M-V with the def2-TZVPD basis set) results for a 3-piece molecular cluster, C18H33FN2O6 overall.

Calculated values
HOMO (eV): -8.5
LUMO energy (eV): -1.2548
Maximum force (eV Å⁻¹): 1.72
Total charge: 0
2S+1: 1
Calculated total energy (Ha): -1366.3403
SMILES string: CCCCNC1=C(N)C(=O)C=C(F)C1=O.COCCOC.COCCOC

Last column: Löwdin charge in e.
Geometry (Å):
F: -1.10349 1.83256 3.62714  0.1146
O: 1.65249 1.61201 -3.52338  -0.2086
O: -1.29129 -1.67501 0.58726  0.0929
O: -5.26130 -1.43118 2.16471  -0.1964
O: 1.54335 1.67739 3.29405  0.1324
O: 1.11969 1.26723 -6.40349  -0.1891
O: -6.04254 -4.26422 1.96752  -0.1901
N: 2.65426 0.95849 0.76607  0.0625
N: 1.00217 -0.97361 -0.65580  0.1168
C: 1.37784 0.62074 1.16722  -0.1382
C: 4.56284 2.23272 1.79480  -0.1732
C: 2.51776 1.27645 -6.62726  -0.1119
C: 4.69179 1.09471 2.82055  -0.2529
C: -0.71766 -0.68057 1.01186  -0.3326
C: -5.46000 -3.50958 0.91485  -0.2017
C: -5.17117 -1.59897 3.56794  -0.1128
C: 0.83975 1.17511 2.42537  -0.2379
C: 5.94419 0.23990 2.60103  -0.1054
C: -7.37035 -3.87801 2.26848  -0.1150
C: 1.78278 3.00521 -3.75044  -0.1107
C: 3.20162 2.29073 1.07886  -0.1800
C: -0.61924 1.04962 2.66770  -0.1898
C: -4.54724 -2.42124 1.43267  -0.2096
C: 0.61993 -0.29888 0.51851  -0.1910
C: -1.37664 0.16538 2.02529  0.1047
C: 0.46083 1.05931 -4.07342  -0.2015
C: 0.71430 0.36067 -5.39024  -0.2039
H: 1.11610 3.56587 -3.08650  0.0888
H: 4.70514 3.18423 2.28994  0.1068
H: -0.21843 -0.10298 -5.72439  0.1275
H: 1.45775 -0.43207 -5.26365  0.1264
H: 2.81262 3.28145 -3.52831  0.0874
H: -5.93298 -0.96949 4.02550  0.0891
H: -8.06236 -4.25328 1.50625  0.0877
H: 2.82316 0.38628 -7.18787  0.0889
H: 2.80766 0.77630 -0.20868  0.1144
H: -4.86844 -4.20227 0.30909  0.1269
H: 3.82696 0.44786 2.82834  0.0805
H: 1.31543 -1.91171 -0.45789  0.1033
H: 5.31518 2.09332 1.03093  0.0928
H: -6.23740 -3.08109 0.27501  0.1261
H: 6.22170 0.22057 1.55299  0.0603
H: 2.75268 2.16016 -7.21807  0.0892
H: -4.18746 -1.28086 3.93229  0.0817
H: 3.07848 1.31953 -5.69090  0.0819
H: 0.08703 0.32695 -3.35093  0.1178
H: -5.34538 -2.63546 3.86411  0.0842
H: 2.52014 2.92465 1.61978  0.1048
H: -3.75117 -2.85042 2.04670  0.1257
H: 4.75932 1.54175 3.80361  0.0998
H: -4.07650 -1.92064 0.58306  0.1170
H: -7.63425 -4.31887 3.22852  0.0882
H: -0.30291 1.83259 -4.19321  0.1279
H: 3.38100 2.79042 0.13077  0.1117
H: 6.78362 0.66548 3.13572  0.0670
H: -7.47099 -2.79275 2.33963  0.0826
H: -2.42172 0.02919 2.22259  0.1256
H: 1.56400 3.26703 -4.78728  0.0848
H: 1.67011 -0.46356 -1.20899  0.0681
H: 5.78721 -0.78512 2.90396  0.0633